14
Properties=species:S:1:pos:R:3 method="wB97M-V/def2-TZVPD" max_force_ev_per_a=3.37 lumo_energy_ha=0.036 relative_energy_kj_mol=352.86 molar_mass_g_mol=84.1 homo_lumo_gap_ev=10.07 homo_ha=-0.334 spin_multiplicity=1
O -2.32 0.26 0.91
C -1.61 0.75 0.06
C -0.15 1.35 0.33
C 0.19 -0.02 -0.10
C 1.23 -0.79 -0.80
C 0.77 -1.19 0.59
H -1.88 1.11 -0.95
H 0.17 2.16 -0.34
H -0.13 1.62 1.38
H -0.90 -0.40 -0.62
H 0.85 -1.37 -1.64
H 2.23 -0.39 -0.94
H 0.09 -2.03 0.70
H 1.46 -1.07 1.42

---

50
Properties=species:S:1:pos:R:3 method="wB97M-V/def2-TZVPD" max_force_ev_per_a=0.95 lumo_energy_ha=0.024 relative_energy_kj_mol=0.00 molar_mass_g_mol=357.5 homo_lumo_gap_ev=8.13 homo_ha=-0.275 spin_multiplicity=1
C -0.10 -3.80 -1.24
C 0.59 -4.05 0.09
H 1.62 -3.68 0.04
H 0.64 -5.12 0.29
C -0.14 -3.37 1.25
C -0.13 -1.87 1.10
N -1.25 -1.31 0.71
C -1.24 0.01 0.53
C -2.22 0.93 0.12
C -1.56 2.17 0.12
N -0.29 2.06 0.49
N -0.10 0.77 0.75
C 1.07 0.21 1.16
N 2.09 1.08 1.38
H 1.88 2.02 1.07
C 3.47 0.72 1.53
C 4.21 0.59 0.21
N 5.39 1.19 0.16
C 6.09 1.11 -0.96
C 5.65 0.44 -2.09
C 4.41 -0.18 -2.04
C 3.68 -0.11 -0.87
H 2.71 -0.58 -0.79
H 4.03 -0.71 -2.89
H 6.25 0.41 -2.98
H 7.05 1.62 -0.94
H 3.53 -0.23 2.07
H 3.97 1.48 2.12
C 1.06 -1.16 1.34
H 1.94 -1.68 1.67
C -2.09 3.51 -0.28
H -2.63 3.97 0.55
H -2.76 3.42 -1.13
H -1.25 4.15 -0.54
C -3.59 0.60 -0.23
C -4.64 1.51 -0.08
C -5.93 1.17 -0.44
C -6.20 -0.09 -0.95
C -5.18 -1.01 -1.08
C -3.89 -0.68 -0.73
H -3.09 -1.39 -0.82
H -5.39 -2.00 -1.47
H -7.21 -0.35 -1.23
H -6.73 1.89 -0.32
H -4.45 2.48 0.34
H 0.33 -3.64 2.19
H -1.18 -3.70 1.27
H -0.16 -2.74 -1.46
H -1.11 -4.20 -1.22
H 0.44 -4.29 -2.05

---

19
Properties=species:S:1:pos:R:3 method="wB97M-V/def2-TZVPD" max_force_ev_per_a=3.83 lumo_energy_ha=0.025 relative_energy_kj_mol=180.95 molar_mass_g_mol=112.1 homo_lumo_gap_ev=10.68 homo_ha=-0.368 spin_multiplicity=1
O 0.73 -2.06 0.39
C 0.72 -1.03 1.00
C 0.57 0.33 0.40
C 1.83 0.66 -0.46
H 0.70 -1.12 2.05
H -0.25 0.39 -0.25
H 0.63 1.22 0.99
H 2.76 0.15 -0.26
H 1.58 0.31 -1.48
H 1.93 1.68 -0.57
H 2.45 -1.00 -3.57
H 1.43 -1.07 -2.43
O 1.60 -1.42 -3.28
H -1.84 -1.90 -1.19
H -1.48 -1.29 0.14
O -1.63 -1.07 -0.79
H -3.24 4.48 2.39
H -2.81 4.38 3.67
O -3.28 3.80 3.05

---

21
Properties=species:S:1:pos:R:3 method="wB97M-V/def2-TZVPD" max_force_ev_per_a=7.88 lumo_energy_ha=-0.173 relative_energy_kj_mol=844.42 molar_mass_g_mol=118.1 homo_lumo_gap_ev=3.69 homo_ha=-0.309 spin_multiplicity=1
C -2.15 -2.38 0.30
C -1.22 -2.52 1.53
H -3.16 -2.33 0.72
H -2.04 -3.29 -0.28
H -1.52 -2.28 2.52
H -0.35 -3.12 1.58
H 2.19 3.63 -1.89
H 2.35 2.32 -0.98
O 1.82 3.17 -1.17
H 3.46 0.31 -0.21
H 1.95 -0.19 -0.63
O 2.84 0.69 -0.82
H -1.02 2.57 0.10
H 0.31 3.24 -0.21
O -0.64 3.43 0.00
H -2.04 0.11 0.13
H -1.11 -1.66 0.68
O -1.21 0.51 0.28
H 0.79 -1.23 -1.33
H -0.24 -0.24 0.23
O 1.00 -0.74 -0.55

---

121
Properties=species:S:1:pos:R:3 method="wB97M-V/def2-TZVPD" max_force_ev_per_a=1.10 lumo_energy_ha="0.001 / -0.039" relative_energy_kj_mol=146.71 molar_mass_g_mol=1193.9 homo_lumo_gap_ev="7.20 / 6.15" homo_ha="-0.264 / -0.265" spin_multiplicity=3
W 0.06 -0.16 0.48
C -0.10 -7.02 0.81
C -1.42 -5.57 1.76
C -1.10 -4.15 2.34
C -0.88 -2.91 1.37
C 0.58 -4.42 0.09
C 0.27 -5.87 -0.09
N -0.56 -1.63 2.18
C -1.67 -0.92 2.82
C -2.71 -1.52 3.51
C -3.80 -0.77 3.96
C -3.84 0.60 3.73
C -2.79 1.21 3.07
C -1.70 0.47 2.63
N -0.66 1.12 1.93
N 0.62 0.63 2.32
C 1.60 1.62 2.42
C 1.27 2.92 2.83
C 2.29 3.84 2.96
C 3.60 3.46 2.68
C 3.81 2.15 2.30
N 2.85 1.24 2.16
H 0.12 -8.02 0.45
H -2.44 -5.82 2.05
H -1.77 -4.00 3.18
H 0.30 -3.91 -0.83
H 0.49 -6.24 -1.08
H -2.73 -2.58 3.67
H -4.60 -1.27 4.48
H -4.69 1.18 4.07
H -2.78 2.28 2.90
H 0.24 3.17 3.02
H 2.07 4.85 3.28
H 4.42 4.15 2.78
H 4.82 1.80 2.09
C 0.06 -2.14 5.14
Si 0.67 -2.30 3.39
C 2.44 -1.78 3.35
C 0.43 -4.04 2.66
C 1.15 -5.17 3.29
C 0.70 -6.41 3.16
C -0.45 -6.71 2.26
C -1.18 -6.08 0.31
C 0.44 -3.69 1.19
Si -1.69 -1.99 -0.07
C -3.50 -1.66 0.36
C -1.69 -2.73 -1.79
H 0.65 -2.84 5.75
H -0.99 -2.38 5.28
H 0.24 -1.13 5.51
H 3.00 -2.51 3.95
H 2.57 -0.80 3.82
H 2.86 -1.74 2.35
H 2.02 -4.97 3.90
H 1.19 -7.24 3.66
H -1.04 -7.53 2.65
H -1.97 -6.26 -0.41
H -4.12 -1.73 -0.54
H -3.67 -0.69 0.84
H -3.86 -2.43 1.05
H -2.14 -3.73 -1.76
H -0.72 -2.79 -2.28
H -2.33 -2.11 -2.42
O -1.45 0.81 -0.73
P -1.44 1.70 -1.95
C 0.10 1.60 -2.89
P 1.48 1.94 -1.76
O 1.09 1.58 -0.34
C 2.94 1.18 -2.44
C 4.09 1.23 -1.64
C 5.27 0.67 -2.11
C 5.30 0.08 -3.37
C 4.16 0.03 -4.15
C 2.97 0.57 -3.69
C 1.80 3.70 -1.76
C 2.27 4.34 -2.91
C 2.48 5.71 -2.90
C 2.24 6.44 -1.74
C 1.79 5.80 -0.59
C 1.56 4.43 -0.60
C -1.63 3.41 -1.45
C -2.06 3.66 -0.15
C -2.22 4.97 0.28
C -1.95 6.02 -0.58
C -1.52 5.78 -1.87
C -1.35 4.47 -2.31
C -2.77 1.26 -3.06
C -2.85 1.82 -4.33
C -3.90 1.46 -5.17
C -4.86 0.57 -4.73
C -4.79 0.03 -3.46
C -3.74 0.37 -2.62
H 0.10 2.29 -3.74
H 0.18 0.57 -3.26
H 4.05 1.67 -0.66
H 6.15 0.69 -1.49
H 6.22 -0.36 -3.73
H 4.17 -0.48 -5.11
H 2.07 0.44 -4.28
H 2.49 3.76 -3.80
H 2.85 6.21 -3.79
H 2.41 7.51 -1.73
H 1.62 6.37 0.31
H 1.21 3.92 0.29
H -2.23 2.83 0.52
H -2.55 5.16 1.29
H -2.07 7.04 -0.23
H -1.29 6.60 -2.54
H -0.99 4.30 -3.32
H -2.10 2.51 -4.69
H -3.96 1.88 -6.16
H -5.68 0.29 -5.39
H -5.54 -0.67 -3.11
H -3.66 -0.04 -1.62
Cl 1.08 -2.05 -4.39
C 2.84 -2.00 -1.66
Cl 3.93 -3.04 -0.90
C 1.82 -1.37 -0.89
O 1.80 -1.38 0.39
O 0.86 -0.74 -1.46
H 2.89 -1.90 -2.73

---

54
Properties=species:S:1:pos:R:3 method="wB97M-V/def2-TZVPD" charge=-1 max_force_ev_per_a=2.30 lumo_energy_ha=0.080 molar_mass_g_mol=391.1 homo_lumo_gap_ev=4.97 homo_ha=-0.103 spin_multiplicity=1
O -0.25 0.25 0.55
C 0.84 -0.30 -0.32
C 0.35 0.62 -1.44
H 0.64 -1.38 -0.41
H 1.83 -0.07 0.12
C -0.84 1.05 -0.52
H 0.02 0.07 -2.33
H 1.03 1.46 -1.60
C -2.18 0.40 -0.81
H -2.07 -0.70 -0.80
H -2.48 0.75 -1.79
H -2.92 0.69 -0.05
C -0.93 2.50 -0.09
H 0.07 2.94 0.06
H -1.51 2.63 0.84
H -1.44 3.03 -0.89
Sr 0.14 -0.27 2.75
C 0.88 1.85 4.53
C 1.87 0.82 4.43
C 2.43 0.87 3.10
H 1.99 -0.01 5.15
C 1.76 1.92 2.39
C 0.81 2.53 3.27
H 0.10 3.33 3.00
H 0.22 2.03 5.39
H 3.04 0.07 2.64
H 1.90 2.17 1.32
C -1.69 -0.28 4.83
C -2.14 0.91 4.17
C -2.59 0.56 2.87
H -2.09 1.94 4.57
C -2.43 -0.86 2.71
C -1.88 -1.38 3.93
H -1.43 -2.38 4.06
H -1.19 -0.32 5.81
H -2.91 1.27 2.09
H -2.48 -1.41 1.75
O 0.61 -1.45 -4.44
C 0.15 -0.36 -5.27
C 0.32 -0.75 -6.75
H 0.76 0.53 -5.07
H -0.89 -0.12 -5.00
C 1.52 -1.71 -6.68
H 0.47 0.12 -7.42
H -0.56 -1.32 -7.08
C 1.29 -2.38 -5.31
H 2.45 -1.10 -6.64
H 1.59 -2.40 -7.53
H 2.23 -2.71 -4.84
H 0.68 -3.28 -5.48
C 1.13 -2.40 3.04
H 1.27 -2.59 4.12
H 2.08 -2.30 2.49
H 0.41 -3.09 2.57

---

86
Properties=species:S:1:pos:R:3 method="wB97M-V/def2-TZVPD" max_force_ev_per_a=1.67 lumo_energy_ha=0.022 molar_mass_g_mol=745.6 homo_lumo_gap_ev=7.86 homo_ha=-0.267 spin_multiplicity=1
Y 0.75 0.71 0.44
C 1.50 -1.42 3.38
N 1.51 0.03 3.21
C 0.62 0.62 4.21
C 2.86 0.57 3.46
C 3.88 0.20 2.39
N 3.61 0.78 1.07
C 3.93 2.21 1.09
C 4.49 0.15 0.09
H 1.85 -1.70 4.39
H 2.12 -1.90 2.64
H 0.48 -1.78 3.26
H 0.91 0.30 5.23
H -0.40 0.30 4.02
H 0.66 1.70 4.15
H 3.24 0.20 4.43
H 2.78 1.65 3.52
H 3.91 -0.89 2.29
H 4.87 0.51 2.75
H 4.98 2.38 1.39
H 3.29 2.74 1.79
H 3.78 2.63 0.10
H 5.55 0.30 0.35
H 4.31 0.57 -0.90
H 4.30 -0.93 0.04
Cl 1.45 0.78 -2.54
C 1.71 2.39 -3.15
C 1.96 2.57 -4.50
C 2.21 3.85 -4.98
C 2.23 4.93 -4.10
C 1.97 4.72 -2.76
Cl 2.00 6.06 -1.68
C 1.68 3.45 -2.24
S 1.29 3.26 -0.57
H 1.96 1.72 -5.16
H 2.39 4.00 -6.03
H 2.46 5.92 -4.45
C -2.88 -0.97 2.43
C -3.84 -1.27 1.32
C -5.18 -1.53 1.57
C -6.06 -1.77 0.54
C -5.62 -1.73 -0.78
C -4.29 -1.48 -1.04
C -3.39 -1.27 0.00
P -1.61 -0.99 -0.28
C -1.57 -0.62 -2.09
C -1.64 0.75 -2.33
C -1.61 1.25 -3.62
C -1.49 0.37 -4.69
C -1.41 -0.99 -4.45
C -1.45 -1.51 -3.16
C -1.40 -2.99 -2.96
C -0.93 -2.62 0.15
C -1.71 -3.67 0.63
C -1.11 -4.74 1.27
C 0.26 -4.77 1.44
C 1.04 -3.75 0.93
C 0.48 -2.65 0.26
C 1.28 -1.58 -0.32
H -3.40 -0.77 3.37
H -2.27 -0.10 2.17
H -2.21 -1.82 2.59
H -5.53 -1.56 2.59
H -7.10 -1.99 0.75
H -6.31 -1.89 -1.59
H -3.94 -1.44 -2.06
H -1.75 1.43 -1.49
H -1.66 2.31 -3.79
H -1.46 0.75 -5.70
H -1.33 -1.66 -5.29
H -1.60 -3.51 -3.89
H -2.14 -3.30 -2.22
H -0.42 -3.31 -2.60
H -2.78 -3.65 0.50
H -1.72 -5.55 1.65
H 0.73 -5.59 1.96
H 2.12 -3.80 1.03
H 1.04 -1.51 -1.38
H 2.34 -1.84 -0.24
C -1.73 3.92 1.94
C -0.90 2.73 1.51
O 0.22 2.52 2.05
O -1.35 1.97 0.63
H -1.31 4.39 2.82
H -2.75 3.59 2.12
H -1.75 4.64 1.12

---

61
Properties=species:S:1:pos:R:3 method="wB97M-V/def2-TZVPD" max_force_ev_per_a=1.19 lumo_energy_ha="-0.008 / -0.082" relative_energy_kj_mol=0.00 molar_mass_g_mol=662.9 homo_lumo_gap_ev="6.79 / 6.05" homo_ha="-0.258 / -0.304" spin_multiplicity=5
Ir 0.56 1.06 -0.02
C -1.77 0.24 -2.77
Si -1.66 -1.08 -1.41
C -2.18 -2.73 -2.19
C -2.90 -0.76 -0.02
C 0.07 -1.04 -0.67
C 0.14 -1.55 0.72
C -0.20 -2.83 1.17
C -0.02 -3.14 2.51
C 0.50 -2.19 3.38
C 0.80 -0.94 2.87
N 0.61 -0.64 1.58
Si 1.53 -1.72 -1.69
C 1.79 -0.59 -3.18
C 3.03 -1.93 -0.57
C 1.16 -3.46 -2.36
H -2.76 0.72 -2.79
H -1.59 -0.19 -3.76
H -1.01 1.01 -2.60
H -3.25 -2.73 -2.40
H -1.97 -3.58 -1.54
H -1.66 -2.89 -3.14
H -3.88 -0.44 -0.40
H -2.54 0.02 0.66
H -3.06 -1.66 0.57
H -0.58 -3.56 0.47
H -0.28 -4.13 2.87
H 0.67 -2.41 4.42
H 1.19 -0.15 3.49
H 1.89 0.45 -2.86
H 0.95 -0.66 -3.87
H 2.70 -0.85 -3.72
H 3.47 -0.97 -0.29
H 3.81 -2.51 -1.08
H 2.76 -2.46 0.34
H 0.42 -3.43 -3.15
H 0.80 -4.14 -1.58
H 2.08 -3.89 -2.77
O 6.34 3.03 1.92
C 5.25 2.79 1.51
C 4.91 1.85 0.35
O 5.70 1.23 -0.31
C 3.43 1.85 0.26
C 2.86 2.62 1.33
O 1.63 2.63 1.54
C 3.94 3.35 2.05
O 3.83 4.23 2.87
O 2.71 1.25 -0.57
N -5.06 3.18 1.70
C -3.77 2.96 1.33
C -2.82 2.48 2.24
C -1.55 2.19 1.81
N -1.15 2.34 0.54
C -2.03 2.88 -0.32
C -3.32 3.20 0.02
H -5.30 3.16 2.67
H -5.67 3.67 1.07
H -3.09 2.31 3.28
H -0.80 1.83 2.50
H -1.67 3.06 -1.32
H -3.99 3.64 -0.70

---

21
Properties=species:S:1:pos:R:3 method="wB97M-V/def2-TZVPD" max_force_ev_per_a=0.99 lumo_energy_ha=0.015 relative_energy_kj_mol=109.14 molar_mass_g_mol=106.2 homo_lumo_gap_ev=9.17 homo_ha=-0.322 spin_multiplicity=1
C 0.41 -0.37 2.52
C 1.02 -0.28 1.13
C 1.32 1.19 0.82
N 0.13 -0.90 0.15
C 0.75 -1.64 -0.92
N -0.20 -2.39 -1.70
H 0.33 -1.39 2.90
H 0.98 0.20 3.27
H -0.62 0.02 2.53
H 1.96 -0.82 1.12
H 2.28 1.49 1.25
H 1.43 1.44 -0.24
H 0.59 1.84 1.29
H -0.57 -0.25 -0.19
H 1.32 -1.01 -1.62
H 1.46 -2.32 -0.45
H -0.69 -1.78 -2.34
H -0.85 -2.87 -1.10
H -3.33 2.96 -1.20
H -1.96 3.25 -1.81
O -2.85 3.60 -1.73